Below is a structure of composition C37H40LaNP3, with properties calculated with ωB97M-V with the def2-TZVPD basis set.

Computed properties:
* calculated total energy: -2543.9049 hartree
* HOMO energy (spin up / spin down): -8.747 / -8.745 eV
* HOMO-LUMO gap (spin up / spin down): 0.1848 / 0.1848 Eh
* LUMO (spin up / spin down): -3.7167 / -3.7170 eV
* molecular weight: 730.6 u
* charge: +1

```
82
Properties=species:S:1:pos:R:3:forces:R:3
C 0.5079 -4.5151 -2.8056 0.138 1.046 0.451
C 0.6179 -3.1399 -2.9965 -0.141 -0.783 -1.039
C -0.5696 -2.4460 -3.4422 -0.680 0.794 -0.432
C -1.7793 -2.9255 -2.8493 -0.397 0.740 0.202
C -1.8891 -4.2879 -2.5555 0.734 -1.011 0.729
C -0.7566 -5.0986 -2.6200 -1.092 0.043 -0.384
C -2.8205 -1.9628 -2.6014 -0.652 -0.941 -2.365
C -2.8270 -0.8432 -3.5056 0.366 -0.419 0.487
C -1.5725 -0.4472 -4.0691 0.264 -0.922 0.243
C -1.4140 0.9754 -4.2626 -0.684 -0.072 -0.973
C -2.5539 1.7026 -4.6036 0.772 -0.405 0.710
C -3.8321 1.1569 -4.4048 -0.861 -0.880 -0.264
C -3.9665 -0.0883 -3.7975 -0.465 1.283 0.155
H 1.4111 -5.1188 -2.7331 -0.132 0.115 0.323
H -2.8625 -4.6951 -2.2699 0.330 0.069 -0.024
H -0.8429 -6.1714 -2.5027 -0.019 0.045 0.033
H -3.8145 -2.3501 -2.2707 0.933 0.443 0.025
H -2.4509 2.7180 -4.9757 -0.002 0.048 0.316
H -4.7203 1.7185 -4.7108 0.358 -0.208 0.164
H -4.9476 -0.4771 -3.5041 0.333 0.257 -0.073
N -0.5562 -1.3533 -4.2686 0.952 1.370 3.283
La -1.3636 -0.0100 0.1938 2.291 -1.213 -4.030
C 1.8389 -2.3491 -2.6342 -0.392 0.252 -0.257
H 2.0507 -1.5973 -3.4051 0.123 -0.097 0.188
H 2.7050 -3.0049 -2.4682 -0.103 0.237 -0.057
C -0.1029 1.6403 -3.9337 -0.276 -0.722 -0.390
H 0.7179 1.0575 -4.3653 0.057 0.186 0.117
H -0.0893 2.6726 -4.3109 0.152 -0.217 0.133
P 1.5117 -1.4026 -1.0150 -0.095 -0.546 -0.779
P 0.1486 1.6833 -2.0719 -0.831 0.496 -0.653
C -0.7501 3.2398 -1.6786 -0.072 0.212 -0.067
H -0.4829 3.5842 -0.6694 -0.037 -0.003 -0.165
H -0.4654 4.0116 -2.4061 -0.063 -0.024 0.250
H -1.8353 3.0912 -1.7181 0.244 -0.077 -0.027
C 1.8428 2.3142 -2.0830 0.536 0.205 0.219
H 1.8696 3.3216 -2.5058 0.011 -0.060 -0.032
H 2.2392 2.3527 -1.0678 0.100 0.015 -0.066
H 2.4873 1.6723 -2.6848 -0.043 0.016 0.047
C 1.7101 -2.7543 0.1753 0.128 -0.344 0.236
H 2.6712 -3.2454 0.0139 -0.018 -0.131 0.091
H 1.6762 -2.3680 1.1958 0.042 -0.023 0.017
H 0.9143 -3.4899 0.0623 -0.061 -0.049 -0.047
C 3.1515 -0.6292 -0.8565 0.227 0.292 0.174
H 3.1529 0.0684 -0.0159 0.134 0.007 -0.096
H 3.9005 -1.4050 -0.6734 -0.008 0.092 -0.049
H 3.4225 -0.0885 -1.7666 -0.069 -0.064 0.144
H -2.3296 -1.1532 -1.1197 -1.064 -1.198 -0.315
H -2.5928 0.7989 -1.0334 -1.276 1.384 -1.065
C 0.2865 -1.8681 6.5393 -0.010 0.155 -0.428
C -0.3940 -2.4635 5.4675 0.011 -0.015 0.124
C -0.2908 -1.9329 4.1834 0.481 0.661 0.146
C 0.4855 -0.7663 3.9752 -0.198 -0.397 0.558
C 1.1694 -0.1705 5.0450 -0.294 -0.387 0.155
C 1.0724 -0.7307 6.3219 -0.037 -0.094 -0.148
P 0.3789 0.0344 2.3556 0.963 -0.067 1.932
C -1.0957 1.1506 2.6342 0.140 -0.039 1.366
C -2.4074 0.6484 2.3578 -0.052 1.199 1.078
C -3.4599 1.5638 2.2086 0.056 -0.436 0.662
C -3.2831 2.8786 2.6418 0.246 0.323 -0.059
C -2.0513 3.3020 3.1488 -0.156 0.004 0.116
C -0.9454 2.4543 3.1320 -0.285 -0.302 -0.396
C 1.8536 1.0961 2.2305 0.167 0.530 -0.254
C 1.8055 2.3701 1.6236 0.071 -0.290 0.313
C 2.9727 3.1197 1.4860 0.189 0.036 0.004
C 4.2020 2.6024 1.9156 -0.279 0.015 -0.102
C 4.2623 1.3155 2.4552 -0.065 0.085 -0.060
C 3.1017 0.5580 2.5994 -0.299 0.217 -0.011
H 0.1995 -2.2883 7.5402 0.035 0.090 -0.260
H -1.0138 -3.3477 5.6362 0.255 0.280 -0.035
H -0.8130 -2.3970 3.3417 0.168 0.068 0.279
H 1.7698 0.7259 4.8850 -0.191 -0.243 0.085
H 1.6121 -0.2675 7.1481 -0.175 -0.151 -0.183
H -2.5820 -0.4434 2.2560 -0.102 0.610 0.209
H -4.4193 1.2373 1.8155 0.086 0.008 0.271
H -4.1167 3.5813 2.6199 0.220 -0.250 -0.119
H -1.9360 4.3067 3.5571 -0.141 -0.250 -0.137
H 0.0284 2.7891 3.5116 -0.474 -0.118 -0.327
H 0.8492 2.7980 1.2977 0.436 -0.182 0.098
H 2.9204 4.1243 1.0499 0.050 -0.452 0.168
H 5.1072 3.2055 1.8187 -0.291 -0.229 0.038
H 5.2174 0.8998 2.7759 -0.243 0.107 -0.109
H 3.1544 -0.4486 3.0173 0.027 0.275 -0.063
```
Forces are in eV/Å.


Below is a structure of composition C20H14NOPS5SbV, with properties calculated with ωB97M-V with the def2-TZVPD basis set.

Computed properties:
* calculated total energy: -4417.1117 hartree
* HOMO energy (spin up / spin down): 0.224 / 0.227 eV
* HOMO-LUMO gap (spin up / spin down): 0.1492 / 0.1489 Eh
* LUMO (spin up / spin down): 4.2848 / 4.2783 eV
* molecular weight: 648.4 u
* charge: -2
* multiplicity: 3

```
44
Properties=species:S:1:pos:R:3:forces:R:3
V 1.6397 2.1181 0.9215 0.511 1.161 0.421
S 4.5100 -0.5133 2.9887 0.690 0.757 -0.185
Sb 4.1142 1.6842 2.4642 -0.090 0.782 0.879
S 1.7121 1.7948 3.1251 0.442 -0.146 -0.162
S 3.6728 2.6346 0.1861 0.620 -0.976 0.412
S 5.0765 3.5371 3.4039 0.149 -0.608 -0.015
O 2.6636 1.8314 -3.3880 1.963 1.835 -0.521
C 1.8548 1.1153 -2.9679 -2.589 -2.649 0.851
C 0.7298 0.3828 -2.8229 2.442 1.899 -0.169
C 0.1648 0.1553 -4.1026 -2.192 -1.015 -3.039
C -1.0277 -0.5229 -4.2737 2.294 0.889 -0.039
C -1.6389 -1.1249 -3.1759 -0.418 -0.353 1.786
C -1.1285 -0.9060 -1.8931 -0.240 -0.492 -1.579
C -0.0015 -0.1142 -1.7094 -0.115 0.778 2.998
P 0.3856 0.4498 0.0168 -2.085 -3.575 -2.082
C -1.3110 0.6095 0.6767 -0.154 0.204 0.671
C -1.7254 0.1243 1.9252 -0.131 -0.256 0.213
C -3.0981 0.0894 2.2387 0.215 0.507 0.691
C -4.0222 0.6824 1.3892 0.278 -0.463 -1.034
C -3.5831 1.1060 0.1263 -1.427 1.169 -0.124
C -2.2500 1.1263 -0.2104 -0.305 -0.501 0.377
C 0.7998 -1.2191 0.6264 0.456 0.182 0.716
C -0.0883 -2.3061 0.7626 1.457 -0.749 0.230
C 0.4132 -3.5968 1.0185 1.514 0.552 -0.249
C 1.7936 -3.7205 1.3625 -0.320 0.104 -0.074
C 2.6195 -2.5809 1.3987 -1.961 -0.800 -0.852
C 2.1567 -1.3669 0.9108 -0.083 -0.599 0.268
H 0.7136 0.4973 -4.9850 -0.272 0.114 0.235
H -1.4856 -0.7132 -5.2266 0.237 0.254 -0.590
H -2.4623 -1.7760 -3.3662 -0.563 -0.384 0.254
H -1.6599 -1.3978 -1.0862 0.198 0.300 0.082
H -0.9982 -0.2618 2.6700 -0.458 0.237 -0.749
H -3.4335 -0.3284 3.1994 0.268 0.238 -0.413
H -5.0903 0.7599 1.5846 0.242 -0.250 0.297
H -4.3526 1.5120 -0.5811 0.881 -0.398 0.627
H -1.9225 1.3955 -1.1949 -0.023 0.299 -0.280
H -1.1362 -2.1786 0.6763 -0.738 0.160 -0.299
H -0.1707 -4.5041 0.8204 -0.052 0.495 0.540
H 2.2436 -4.7092 1.6026 -0.524 0.761 -0.126
H 3.5832 -2.6011 1.7936 1.518 -0.344 0.328
H 2.9004 -0.5621 0.8192 -0.657 -0.253 0.040
S -1.1986 5.5797 1.1528 -1.626 1.983 0.278
C -0.3631 4.3871 0.6460 4.470 -5.353 -0.340
N 0.4009 3.4308 0.4770 -3.821 4.501 -0.275
```
Forces are in eV/Å.


Below is the molecule C4H7NO2, with properties calculated with ωB97M-V with the def2-TZVPD basis set.

Computed properties:
* calculated total energy: -361.7263 hartree
* HOMO energy: -7.217 eV
* SMILES string: C[NH2+]/C([O-])=C1/CO1
* HOMO-LUMO gap: 0.2877 Eh
* LUMO: 0.6109 eV
* molecular weight: 101.1 u
* charge: 0

```
14
Properties=species:S:1:pos:R:3:forces:R:3
C -0.2947 -2.0983 0.1542 0.066 -0.073 0.038
C 0.6384 1.0680 -0.0101 -0.101 0.017 0.267
C 1.0321 2.3318 -0.5528 0.175 0.292 0.061
O 0.4043 1.3190 -1.3821 -0.127 -0.066 -0.246
C -0.0715 0.3464 0.8758 0.062 -0.085 0.048
O -0.1687 0.1291 2.0770 -0.010 0.054 -0.292
N -0.9021 -0.7643 -0.0269 -0.094 0.099 -0.022
H 0.6460 -2.1256 -0.3988 -0.156 0.033 0.083
H -0.0920 -2.2013 1.2221 -0.049 -0.063 -0.143
H -0.9612 -2.8894 -0.1947 0.070 0.091 0.051
H 0.4243 3.2218 -0.3873 0.031 -0.175 -0.029
H 2.0739 2.5330 -0.8003 -0.127 -0.094 0.055
H -1.8509 -0.7402 0.3491 0.182 -0.018 -0.004
H -0.9283 -0.4675 -1.0040 0.076 -0.013 0.134
```
Forces are in eV/Å.


Below is a structure of composition C27H53Br20INO2P, with properties calculated with ωB97M-V with the def2-TZVPD basis set.

Computed properties:
* calculated total energy: -53384.7987 hartree
* HOMO energy: -8.393 eV
* HOMO-LUMO gap: 0.2900 Eh
* LUMO: -0.5009 eV
* molecular weight: 2179.7 u
* charge: 0

```
105
Properties=species:S:1:pos:R:3:forces:R:3
C 2.1648 4.2037 1.5794 -0.264 -0.611 0.168
C 1.5225 3.5437 0.8036 0.481 -0.244 0.171
C 0.8670 2.5517 -0.0451 -0.366 0.343 -0.541
P 0.6086 1.0168 1.0030 0.326 0.432 0.382
C -1.1101 1.6743 1.6684 -0.364 0.513 -0.118
O -2.1791 0.9354 1.0355 0.270 2.130 0.461
N -3.4669 1.4499 1.6323 0.480 -1.070 0.028
O -4.0664 0.6576 2.2297 1.026 0.738 -0.788
C 2.3247 0.2777 0.5684 0.470 -0.810 -0.119
C 3.1826 -0.0739 1.7923 0.691 0.530 -0.475
C 4.2972 0.9721 2.0028 -0.762 0.444 0.307
I 4.1601 -1.9978 1.4865 -0.185 -0.099 0.334
H 2.6581 4.5688 2.4532 0.046 0.372 -0.334
H -0.0784 2.9478 -0.4265 -0.072 -0.161 0.214
H 1.4711 2.3379 -0.9303 0.159 -0.093 0.220
H 1.0433 1.1130 2.3584 -0.120 -0.022 -0.053
H -0.0593 -0.1432 0.5374 -0.001 0.129 -0.080
H -1.2578 2.7492 1.5033 0.063 -0.025 -0.076
H -1.1294 1.5408 2.7595 -0.085 -0.331 -0.107
H 2.9402 0.9090 -0.0774 -0.167 0.101 0.035
H 2.1691 -0.6417 -0.0067 -0.341 0.179 -0.036
H 2.6183 -0.1984 2.7170 -0.145 -0.156 -0.162
H 5.2060 0.7159 1.4622 0.050 -0.020 0.188
H 4.4761 1.1457 3.0668 0.368 -0.304 -0.090
H 3.9725 1.9416 1.5948 -0.083 -0.471 0.325
Br 7.3991 -3.7554 -3.4284 -0.001 0.002 0.041
C 5.7757 -3.9794 -2.3750 0.087 -0.169 -0.142
C 4.6677 -3.0968 -2.8802 -0.178 0.131 0.221
Br 4.9320 -1.2505 -2.3352 0.028 0.072 -0.200
H 6.0390 -3.7799 -1.3409 -0.032 0.079 -0.009
H 5.5082 -5.0282 -2.4835 -0.042 0.017 -0.021
H 3.7156 -3.3910 -2.4423 0.036 -0.055 0.040
H 4.5817 -3.0996 -3.9619 0.058 -0.033 -0.003
Br -5.1894 2.9321 2.2339 -2.208 2.797 0.959
C -6.5902 3.7073 3.3563 0.171 -0.108 -0.289
C -7.9123 3.7823 2.6389 -0.160 0.240 0.135
Br -7.9459 5.2500 1.3619 0.101 -0.112 -0.024
H -6.2340 4.6811 3.6826 -0.108 0.032 -0.030
H -6.6631 3.0422 4.2152 -0.064 -0.002 -0.018
H -8.7188 3.9957 3.3376 0.016 -0.001 0.007
H -8.1462 2.8779 2.0865 0.069 -0.017 0.001
Br 5.7764 4.0369 -3.9326 0.006 0.051 0.060
C 6.7714 3.1215 -2.5329 0.008 -0.048 -0.282
C 5.8921 2.1818 -1.7550 0.072 0.039 0.338
Br 4.7431 3.1352 -0.5007 0.076 0.279 -0.580
H 7.2227 3.8891 -1.9128 -0.032 -0.023 0.049
H 7.5524 2.5688 -3.0508 -0.015 -0.055 0.045
H 6.4981 1.5178 -1.1402 0.037 0.001 -0.050
H 5.2403 1.5907 -2.3896 0.014 0.056 -0.068
Br -2.5155 -1.1775 1.6403 0.547 -4.997 -0.571
C -2.9885 -3.1006 1.4871 0.397 0.478 0.692
C -2.3058 -3.7474 0.3143 -0.174 -0.242 -0.046
Br -3.1350 -3.2323 -1.3729 0.056 0.037 -0.069
H -4.0725 -3.1305 1.4261 0.016 -0.099 -0.089
H -2.6701 -3.5743 2.4155 0.009 -0.147 -0.100
H -2.4067 -4.8303 0.3583 0.027 0.000 -0.016
H -1.2541 -3.4912 0.2350 -0.011 0.053 0.058
Br 0.0204 -5.1803 3.2862 -0.094 -0.018 -0.036
C -0.9386 -4.2647 4.7103 0.204 0.146 -0.222
C -0.3550 -4.5759 6.0619 -0.201 -0.086 0.188
Br -0.8705 -6.3488 6.6740 0.072 -0.001 -0.022
H -1.9821 -4.5506 4.6221 0.004 -0.041 0.094
H -0.8360 -3.2042 4.4859 0.005 0.006 0.046
H -0.7451 -3.8903 6.8111 -0.015 0.030 -0.042
H 0.7294 -4.5417 6.0705 -0.002 0.014 -0.069
Br -0.3384 5.4466 2.9372 -0.186 0.135 0.074
C -1.6192 6.3410 4.1028 0.243 -0.205 0.068
C -3.0324 5.9135 3.8177 -0.195 0.200 -0.046
Br -3.7184 6.7539 2.2053 -0.021 -0.093 -0.017
H -1.4691 7.4080 3.9739 -0.062 0.007 -0.016
H -1.3294 6.0553 5.1121 -0.064 -0.003 0.011
H -3.6955 6.2424 4.6162 0.052 0.006 0.024
H -3.1341 4.8406 3.6826 0.044 -0.021 -0.021
Br 12.2841 0.2624 -2.2352 -0.016 0.003 0.076
C 11.6215 -1.4853 -1.6923 0.165 0.096 -0.205
C 10.2162 -1.7205 -2.1758 -0.115 -0.088 0.186
Br 8.9183 -0.7476 -1.1039 -0.038 0.045 -0.028
H 11.7103 -1.5341 -0.6120 -0.064 -0.007 0.003
H 12.3038 -2.2019 -2.1443 -0.046 -0.027 -0.016
H 9.9453 -2.7682 -2.0670 0.024 -0.001 0.012
H 10.0649 -1.4161 -3.2064 0.052 0.017 -0.001
Br 0.3017 -5.5488 -1.7642 0.080 -0.030 0.065
C -0.1694 -6.9264 -3.0551 0.072 0.211 -0.100
C -1.6597 -7.1170 -3.1329 -0.057 -0.375 0.094
Br -2.3329 -8.1271 -1.6087 -0.006 0.081 0.038
H 0.3583 -7.8290 -2.7645 -0.063 -0.021 0.043
H 0.2214 -6.5700 -4.0059 -0.099 0.001 -0.036
H -1.9215 -7.7104 -4.0068 0.060 0.031 -0.035
H -2.2085 -6.1847 -3.1556 0.013 0.011 0.095
Br -1.8079 -4.4274 -5.1625 0.096 0.217 -0.113
C -1.9855 -4.4627 -7.0979 -0.169 0.084 0.191
C -2.3245 -5.8438 -7.5902 0.158 -0.061 -0.227
Br -0.7681 -7.0127 -7.5648 -0.048 -0.030 0.098
H -1.0561 -4.0802 -7.5070 0.009 -0.072 -0.041
H -2.7912 -3.7681 -7.3258 -0.025 -0.043 -0.022
H -2.6423 -5.8114 -8.6301 0.008 0.036 0.004
H -3.0911 -6.3274 -6.9937 -0.005 0.053 0.034
Br -9.3935 9.4269 1.0715 0.013 -0.077 0.039
C -9.9617 8.0230 -0.1490 0.113 0.264 -0.063
C -11.4613 7.9353 -0.2346 -0.082 -0.250 0.027
Br -12.2194 7.0659 1.3327 -0.016 0.074 0.005
H -9.5044 7.1018 0.1972 -0.124 0.019 -0.004
H -9.5397 8.2968 -1.1138 -0.060 -0.011 -0.024
H -11.7579 7.3142 -1.0771 0.049 0.001 -0.012
H -11.9372 8.9069 -0.3171 0.052 0.024 0.010
```
Forces are in eV/Å.


It is found that the F_max values, taken in the order of the records, are 4.8, 7.0, 0.3, 5.1 eV/Å.